Record 1
Here is the molecule C7H14 from the Open Molecules 2025 dataset. Energies are from ωB97M-V/def2-TZVPD.

Computed properties:
Energy relative to the best compared isomer or geometry (same formula, charge and spin) ... 33.08 kcal per mole
SMILES ... CC(C)CC1CC1
Lowest unoccupied orbital energy ... 1.19 eV
Frontier orbital gap ... 11.189 eV
HOMO ... -0.36740 Eh

Geometry as ORCA input:
```
! wB97M-V def2-TZVPD RIJCOSX def2/J DEFGRID3
* xyz 0 1
C 1.2776 0.1869 0.0706
H -2.0811 1.6402 -0.2791
C 2.7440 -0.0586 0.2920
H -2.2532 -1.9793 -0.3884
H -0.4973 1.8179 0.4270
C 2.2497 0.3679 -1.0632
C -2.3666 -0.8900 -0.3444
H 0.3669 -1.6461 0.7817
H 1.0076 1.1370 0.5066
C -1.2785 -0.2507 0.5303
H 3.2553 0.6815 0.9036
H 2.4445 1.3785 -1.4133
H 2.2863 -0.3843 -1.8481
C -1.4421 1.2883 0.5375
H -2.2948 -0.5051 -1.3701
H -1.4512 -0.5899 1.5604
C 0.1293 -0.8191 0.0979
H 0.0216 -1.2789 -0.8942
H 3.1357 -1.0660 0.3975
H -3.3798 -0.6733 0.0169
H -1.8740 1.6432 1.4789
*
```

***

Record 2
Here is a cluster of 2 separate species, C4H12NO in total from the Open Molecules 2025 dataset. Energies are from ωB97M-V/def2-TZVPD.

Computed properties:
Energy relative to the best compared isomer or geometry (same formula, charge and spin) ... 142.13 kcal per mole
Lowest unoccupied orbital energy ... -8.99 eV
Frontier orbital gap ... 6.359 eV
HOMO ... -0.56401 Eh

Geometry as ORCA input:
```
! wB97M-V def2-TZVPD RIJCOSX def2/J DEFGRID3
* xyz 1 1
H -0.5378 1.5330 0.3266
H -0.3499 -1.7087 1.4582
H -0.8917 -4.0593 0.9960
C 1.3816 2.2682 -0.2943
H 1.1468 2.7319 -1.2480
N -0.1735 -0.1731 -0.7365
O -1.2158 -3.3298 0.4548
H 0.6951 -2.5448 0.2742
H -0.2604 0.1841 -1.7045
H 2.2912 2.7276 0.1074
C 0.2000 2.3205 0.6491
H 1.6238 1.2216 -0.4964
H 0.4861 2.0636 1.6716
H -0.3225 3.2756 0.6261
H -1.9212 -1.0798 -0.3351
H -0.9615 -1.8438 -1.6151
C -0.3290 -2.2507 0.5031
C -0.8611 -1.3361 -0.6373
*
```

***

Record 3
Here is a cluster of 8 separate species, C38H52F11IO14P2S in total from the Open Molecules 2025 dataset. Energies are from ωB97M-V/def2-TZVPD.

Computed properties:
SMILES ... CP(C)c1c(I)c(P(=O)(O)O)c2c(c1S(=O)(=O)C(F)(F)C(F)(F)C(F)(F)F)C(=O)C=C(C(F)(F)C(F)F)C2=O.CC(C)=O.CC(C)=O.CC(C)=O.CC(C)=O.CC(C)=O.CC(C)=O.CC(C)=O
Lowest unoccupied orbital energy ... -2.60 eV
Frontier orbital gap ... 5.257 eV
HOMO ... -0.28883 Eh

Geometry as ORCA input:
```
! wB97M-V def2-TZVPD RIJCOSX def2/J DEFGRID3
* xyz 0 1
H 0.5848 -1.0006 -9.9712
C 0.1331 -2.9801 3.2343
C 4.6778 4.2238 1.2272
C 2.3743 7.9122 -0.3730
O 1.2274 -1.2352 -1.2155
H 2.5191 9.5777 0.9626
C 3.1044 -0.5628 3.3014
C -0.8011 -3.5482 -4.3402
H -11.8556 0.1750 -4.8695
H 2.0574 -2.0239 -10.0442
H 6.0831 -7.1745 6.2317
H -3.2031 -2.6168 5.2315
H 0.8740 -2.7403 -3.2919
H 4.0494 8.7201 0.6753
H 7.2487 -5.4765 3.7411
C 7.2870 3.7508 1.3324
H -3.5881 1.3981 -3.0429
C 5.3584 -5.9972 4.5983
C 3.8579 0.9063 3.5762
H 0.6011 7.1501 -1.2857
H -0.0867 -2.0652 3.9541
H 0.3466 8.5887 -0.2728
F 6.3843 5.4122 -0.3290
O 0.7837 1.1359 -1.7386
C -1.6837 0.3755 1.1947
C 6.4477 -6.2024 3.5799
C -2.2825 -3.8149 -4.3207
H 0.5466 -3.8482 3.9229
O -0.1063 -3.8736 -5.3015
H -10.5660 1.3308 -5.3411
C 3.7307 4.0560 0.0499
S 0.6849 0.1104 -0.5847
O -1.5669 -4.3990 4.5754
H -0.3584 -3.4825 -2.2477
H 2.2397 -4.6151 0.6391
O 5.9187 2.4533 5.2944
C 1.6336 -1.0864 -9.6757
C -10.9903 0.7449 -4.5218
H 4.8411 -5.9806 6.6695
H -4.4696 -3.3922 4.2543
H -2.5743 -4.3102 -5.2529
O 1.1195 3.7094 -0.2241
C 2.4580 1.8886 1.2024
H -13.3713 2.2192 -4.0047
H -7.8467 1.6187 -2.9169
H 2.8170 7.9779 1.7195
C 1.0458 -2.0957 -7.3831
C 1.7492 -1.0268 -8.1761
H 0.6446 6.9889 0.4841
H 5.3135 3.0230 5.8893
C -5.7210 1.4867 -3.0638
F -0.5537 2.5501 1.9583
C -4.4043 1.6152 -2.3457
C -12.4414 2.7019 -3.6939
F -2.2067 2.7134 0.0931
C -1.1244 -0.1955 -0.2285
C 1.7669 0.4362 0.8985
H -4.2592 -3.8346 5.9808
H -2.8288 -2.8717 -4.2400
C 3.4756 2.0940 2.5179
H 4.0126 4.4463 -1.0370
C 2.6354 -3.8886 1.4819
C 0.8929 7.6455 -0.3535
F 8.4309 3.8286 0.3742
C -2.7719 -4.6290 4.6633
O 6.2709 -0.2649 4.7862
H 2.1910 -0.2527 -10.1160
C 2.0881 -0.7900 1.9917
F -3.0956 -0.1479 1.3255
H 6.0376 -6.0544 2.5752
H -2.5308 -4.4715 -3.4831
H 1.2165 -1.9262 -6.3146
H -7.0425 1.0385 -1.4416
H -6.9659 2.7740 -1.8924
H -4.0334 -5.9479 3.5460
O -5.7721 1.1799 -4.2538
I 3.4356 -2.2839 4.6849
H -12.6360 3.2881 -2.7894
H 2.7237 -4.5635 2.4608
H 7.6614 3.7221 2.4565
H 1.4435 -3.0782 -7.6493
F -1.9262 0.2187 -1.4263
C -1.7959 2.0013 1.3239
H 7.0535 0.2706 4.4076
O 2.3937 -0.1390 -7.6201
C -0.2028 -2.8680 -3.1380
C 5.7261 -6.1579 6.0492
F 6.6707 2.3912 1.1019
H -12.0818 3.3749 -4.4763
C 2.9726 8.5924 0.8292
C 6.1569 4.9572 1.0843
H -4.2830 2.6350 -1.9717
F -0.9716 -0.1106 2.4013
P 1.3365 -2.5380 1.8250
H -4.3595 0.8995 -1.5210
C 2.2730 3.2504 0.2476
O 4.2121 -5.7094 4.2581
F -2.8907 2.2655 2.3325
F 6.3980 6.0162 2.0904
O -10.8971 1.5564 -2.2781
P 5.0353 0.9855 5.0545
C -11.3977 1.6585 -3.3969
F -1.2917 -1.6968 -0.1638
C 4.1284 3.5901 2.6792
O 3.0690 7.5867 -1.3343
O 4.3530 0.6019 6.4647
H -10.2301 0.0434 -4.1621
H -0.6563 -1.8826 -3.0046
C -3.3290 -5.9985 4.3801
H -0.0291 -2.0549 -7.5763
H 3.7108 -3.4784 1.1761
H -3.8231 -6.3905 5.2726
C -3.7464 -3.5518 5.0581
H -0.8820 -3.3153 2.7510
H 6.8369 -7.2211 3.6522
C -6.9728 1.7482 -2.2696
H 6.4948 -5.4299 6.3205
H -2.5108 -6.6737 4.1074
O 4.1693 4.3539 3.7636
*
```

***

Record 4
Here is a structure of composition C34H37MoN7O5S2 from the Open Molecules 2025 dataset. Energies are from ωB97M-V/def2-TZVPD.

Computed properties:
Energy relative to the best compared isomer or geometry (same formula, charge and spin) ... 33.41 kcal per mole
Expectation value of S² ... 2.044
Lowest unoccupied orbital energy (alpha / beta) ... -6.24 / -7.02 eV
Frontier orbital gap (alpha / beta) ... 6.384 / 5.604 eV
HOMO (alpha / beta) ... -0.46393 / -0.46387 Eh

Geometry as ORCA input:
```
! wB97M-V def2-TZVPD RIJCOSX def2/J DEFGRID3
* xyz 2 3
H 1.5926 2.0676 -1.3141
H -0.0563 5.1213 0.9270
C 5.5505 -2.4312 -6.0372
H -2.6379 -0.9659 -1.9241
N -0.9775 2.4170 4.1318
N -1.0872 4.1785 2.5442
C 4.0481 -1.1529 -4.0897
C -0.4237 -3.5340 -0.2892
H 1.5714 5.8216 -0.6111
N 1.6950 -1.8050 -1.6726
H 0.3545 3.7843 -2.5505
H -1.7871 -5.6747 -3.1875
C -0.4435 3.3275 3.3412
C -3.0851 3.2903 3.4976
H 5.4793 -0.5712 -7.1019
C -0.5254 -4.9082 -0.1329
C 2.6894 -1.6811 -0.8540
C -3.1293 -0.4544 0.9777
C 0.6016 3.2382 0.2337
H 2.2867 -0.6526 3.0773
H -4.6179 -1.9430 1.2144
C 5.1720 -3.1148 -4.8909
H -0.9849 4.3789 -0.2200
C -1.4049 -5.0689 -2.3772
H 1.9916 4.4371 -2.5978
H 0.0665 6.0160 -1.5338
C 1.3564 -0.5321 3.6090
C 3.9756 -3.2740 -2.7054
C -2.3124 2.3710 4.2090
C -4.5089 -1.0041 0.6711
C 5.1793 -1.1070 -6.2111
H 0.1519 0.0984 6.6999
C -1.0102 -5.6676 -1.1873
H -4.0982 0.9713 1.5366
H -3.9460 1.5435 5.3923
C -0.9301 -0.4996 3.5661
O -3.1306 0.7328 1.4976
O -2.1089 -1.1089 0.7671
N 0.6400 -0.9901 -1.4406
C 1.6107 3.0818 -0.9160
C 4.4138 -2.4837 -3.9111
H -1.6087 -3.2279 -3.4601
N 0.2196 -0.6367 2.8964
C -2.4199 4.1572 2.6474
C 0.7276 5.2977 -1.0571
H 2.9233 -3.5553 -2.7568
Mo 0.1562 -0.8824 0.6710
O -0.2946 1.0606 0.5311
H 5.4717 -4.1478 -4.7578
H -4.5418 -1.2566 -0.3892
H -1.6004 0.4546 -1.6407
H -6.1250 -0.3287 1.7595
C 0.1669 -0.1289 5.6418
C 1.3637 -0.3193 4.9736
C -1.0112 -0.1780 4.9090
H 2.3094 -0.2739 5.4949
S 2.5237 -0.7770 0.6368
H -0.2302 -5.3616 0.8037
H -1.8357 -0.5814 2.9977
H 1.0644 3.1808 1.2131
C 1.1821 4.1417 -1.9348
N -5.4802 0.0029 1.0564
H 0.6404 3.3836 3.3517
H -6.0185 0.3452 0.2733
C -2.9308 1.3456 5.0659
H 3.4665 -0.6452 -3.3292
H 4.1442 0.5677 -5.3628
H -1.0895 -6.7412 -1.0754
H -2.8559 -0.4715 6.1026
S 4.2153 -2.4295 -1.1132
C -2.3347 0.2127 5.4407
C -1.3101 -3.6948 -2.5287
H 6.1423 -2.9335 -6.7910
N -0.0089 4.5972 0.0498
H -4.1638 3.3078 3.5791
O 0.0277 -2.7593 0.7444
C -0.5916 -1.4630 -1.5605
O -1.6399 2.6466 -0.2732
H -2.9679 4.8627 2.0330
H -1.4958 -0.4344 -3.1594
C -1.6508 -0.5390 -2.0821
H 2.6192 3.2786 -0.5532
C -0.8078 -2.9198 -1.4909
C 4.4294 -0.4691 -5.2333
C -0.5671 2.2440 0.1454
H 4.5666 -4.1836 -2.6066
*
```

***

Record 5
Here is the molecule C5H5NO from the Open Molecules 2025 dataset. Energies are from ωB97M-V/def2-TZVPD.

Computed properties:
Energy relative to the best compared isomer or geometry (same formula, charge and spin) ... 69.29 kcal per mole
SMILES ... C#C[C@@H](O)CC#N
Lowest unoccupied orbital energy ... 0.63 eV
Frontier orbital gap ... 10.948 eV
HOMO ... -0.37937 Eh

Geometry as ORCA input:
```
! wB97M-V def2-TZVPD RIJCOSX def2/J DEFGRID3
* xyz 0 1
H -0.3819 -1.1792 1.1067
N 2.2379 0.7807 -0.6554
C -0.2782 0.8175 0.8536
O -1.9937 -0.5913 -0.1029
C 1.4075 0.0383 -0.9804
H 0.5738 -1.8643 -0.9522
H 1.1929 2.2984 1.7096
C 0.5047 1.6327 1.2526
H -2.4832 0.0782 0.3894
C 0.2385 -0.8272 -1.0080
H -0.3757 -0.6970 -1.9095
C -0.6428 -0.4868 0.2964
*
```

***

Record 6
Here is the molecule C6H10O from the Open Molecules 2025 dataset. Energies are from ωB97M-V/def2-TZVPD.

Computed properties:
Energy relative to the best compared isomer or geometry (same formula, charge and spin) ... 35.79 kcal per mole
SMILES ... C[C@H]1C[C@]2(CO2)C1
Lowest unoccupied orbital energy ... 1.04 eV
Frontier orbital gap ... 11.114 eV
HOMO ... -0.37019 Eh

Geometry as ORCA input:
```
! wB97M-V def2-TZVPD RIJCOSX def2/J DEFGRID3
* xyz 0 1
H 1.4930 -1.6782 -1.9423
C 1.7028 -1.0598 -1.0641
O -1.2700 2.1205 0.6019
H -1.7221 0.9988 2.3382
C 0.4394 -0.7862 -0.2748
H -2.7863 0.6483 0.8840
H 2.1501 -0.1206 -1.4109
H 2.4463 -1.5821 -0.4515
H 0.5418 -0.2110 1.9073
C 0.5698 0.2201 0.8993
H -0.0077 -1.7250 0.0677
C -0.6408 0.1074 -0.9432
H -0.2396 0.6868 -1.7791
H 1.4261 0.8805 0.8178
H -1.5721 -0.3625 -1.2692
C -1.8369 0.9950 1.2540
C -0.6938 0.8680 0.3649
*
```

***

Record 7
Here is a structure of composition C6H15CsNO2 from the Open Molecules 2025 dataset. Energies are from ωB97M-V/def2-TZVPD.

Computed properties:
Energy relative to the best compared isomer or geometry (same formula, charge and spin) ... 30.08 kcal per mole
Lowest unoccupied orbital energy ... -4.08 eV
Frontier orbital gap ... 6.476 eV
HOMO ... -0.38809 Eh

Geometry as ORCA input:
```
! wB97M-V def2-TZVPD RIJCOSX def2/J DEFGRID3
* xyz 1 1
N 1.0179 -0.9102 -0.4588
C 0.3514 -1.8938 -1.3893
H -1.5982 -0.5766 0.5834
H -1.4657 2.0944 1.7900
O -2.0989 -2.1583 -0.6441
H 0.4005 -2.9207 -1.0272
C 0.9725 0.4830 -0.8337
H 1.6500 2.3975 -0.2044
H -1.4152 -0.5250 -1.6522
H 0.8193 -1.8406 -2.3723
H -1.0211 -2.0935 1.1362
C -0.6670 2.3752 1.1035
H -1.0931 2.0735 0.1467
C -1.8845 -1.6252 0.6634
H -2.7372 -1.6835 1.3398
C -1.2252 -1.5982 -1.6341
Cs 4.2740 2.5328 5.6029
H -1.6215 -2.1080 -2.5122
H 2.4255 1.2315 0.6801
O 0.5861 1.6443 1.3837
H 1.5482 0.6561 -1.7429
C 1.4431 1.4292 0.2513
H 1.9389 -1.3152 -0.3699
H -0.5664 3.4595 1.1521
H -0.0335 0.8717 -0.9920
*
```

***

Record 8
Here is the ion C2H3N2S2 with charge +1 from the Open Molecules 2025 dataset. Energies are from ωB97M-V/def2-TZVPD.

Computed properties:
Energy relative to the best compared isomer or geometry (same formula, charge and spin) ... 39.20 kcal per mole
Lowest unoccupied orbital energy ... -6.62 eV
Frontier orbital gap ... 6.520 eV
HOMO ... -0.48282 Eh

Geometry as ORCA input:
```
! wB97M-V def2-TZVPD RIJCOSX def2/J DEFGRID3
* xyz 1 1
H -0.1817 -0.1407 -2.4701
N -0.3245 -0.1265 -1.3911
S 2.3791 -0.1540 -0.6268
H 0.9219 0.4910 1.5334
S -3.0916 -0.5733 -1.1044
N 0.2144 0.3551 0.7410
C 0.7274 0.0872 -0.4347
C -1.6394 -0.1799 -1.1989
H -0.5631 0.9059 0.7222
*
```

***

Computed max |F| (eV/A) in order:
0.248; 1.193; 10.006; 0.756; 1.718; 1.288; 2.688; 4.210